# C29H37MgN5O

C29H37MgN5O as an isolated structure in a non-equilibrium geometry (the ωB97M-V functional and the def2-TZVPD basis, the Open Molecules 2025 dataset).

Results
- net charge = -2
- ΔE to the lowest compared entry with this formula, charge and spin (kcal per mole) = 102.72
- 2S+1 = 1
- molecular weight (g mol⁻¹) = 496.0
- HOMO energy (eV) = 2.32
- E (eV) = -45607.68746
- gap between HOMO and LUMO (eV) = 1.98

Last column: Mulliken charge in e.
Element x y z (Å)
H  5.539  4.183  0.295  0.258
H  1.769  -3.028  2.313  0.313
C  -0.268  -5.182  -0.657  1.297
H  0.318  -2.011  2.191  0.073
C  -1.266  -5.997  -0.116  -1.231
C  -1.536  -0.889  -2.424  -0.895
C  -1.389  3.199  0.651  -1.617
H  0.561  2.595  -2.035  0.723
C  1.588  -2.342  -0.041  -1.275
H  -1.756  1.367  2.970  0.317
N  1.967  1.503  3.736  -0.455
H  -0.787  -0.546  -3.152  0.307
H  -2.464  -0.252  2.807  0.377
N  2.695  3.481  -1.361  -0.528
H  -1.307  -1.941  -2.200  -0.176
C  3.692  4.135  -0.838  -0.313
H  3.535  0.306  -0.298  0.350
H  -1.083  3.261  1.705  0.333
H  -3.262  -7.145  1.072  0.369
C  0.675  -3.042  2.383  -1.473
C  2.301  -3.968  -1.358  -0.229
H  -2.049  -7.738  2.221  0.266
H  1.511  2.861  0.846  -0.224
C  -2.557  -6.846  1.845  -1.496
H  0.431  -3.231  3.442  0.457
C  1.556  1.556  2.458  -0.122
C  2.971  -2.738  -1.641  -1.081
H  5.513  1.676  0.589  0.310
H  -0.644  -5.874  -2.640  0.367
C  4.726  3.530  -0.113  -0.614
H  2.230  3.472  2.294  0.227
C  -1.557  -0.056  -1.197  -0.244
H  3.523  -2.334  -2.550  0.287
H  -3.073  -6.360  2.671  0.375
H  -1.784  -6.726  -0.771  0.233
H  -0.291  -4.133  -2.581  0.140
H  1.001  -5.326  -2.427  0.275
H  -2.347  3.733  0.564  0.370
C  -2.426  0.747  2.357  -1.901
C  -0.980  2.182  -2.257  -1.320
C  2.467  2.206  -0.947  -0.853
C  -1.577  -5.898  1.251  1.139
C  -2.526  -1.791  0.449  -1.165
C  -1.350  1.359  -1.152  0.368
H  1.957  0.599  4.191  0.272
H  3.618  5.194  -1.038  0.360
C  -0.036  -5.113  -2.132  -1.495
C  -0.962  -4.932  2.072  -1.260
H  1.335  1.048  -2.229  0.334
C  0.433  -4.379  0.216  0.325
Mg  0.612  -0.197  0.040  1.365
C  3.524  1.407  -0.396  -0.069
H  -3.615  -1.857  0.283  0.259
H  -3.434  1.181  2.435  0.268
C  -1.541  1.800  0.188  0.540
O  1.001  0.543  1.920  -0.522
C  -1.987  0.696  0.947  0.606
C  4.648  2.121  0.043  -0.377
H  2.489  2.262  4.140  0.173
H  -0.826  1.684  -3.218  0.283
H  2.615  -4.894  -1.746  0.784
H  -2.339  -2.031  1.503  0.212
H  -2.515  -0.878  -2.934  0.320
H  -2.058  -2.578  -0.155  0.069
N  1.445  -3.685  -0.365  0.581
N  2.892  -2.087  -0.357  -0.424
H  -1.236  -4.842  3.142  0.228
H  -1.341  3.222  -2.280  0.397
N  1.725  2.732  1.830  0.134
C  -1.988  -0.457  0.102  0.433
C  1.337  2.004  -1.692  0.243
H  -0.654  3.771  0.065  0.300
C  0.049  -4.108  1.541  1.338

***

# C46H36AsF17NO3PPtTe

C46H36AsF17NO3PPtTe as an isolated structure in a non-equilibrium geometry (the ωB97M-V functional and the def2-TZVPD basis, the Open Molecules 2025 dataset).

Results
- net charge = -2
- ΔE to the lowest compared entry with this formula, charge and spin (kcal per mole) = 81.60
- 2S+1 = 1
- molecular weight (g mol⁻¹) = 1402.3
- HOMO energy (eV) = -2.14
- E (eV) = -182785.95068
- gap between HOMO and LUMO (eV) = 6.13

Last column: Mulliken charge in e.
Element x y z (Å)
H  4.966  -1.148  0.954  0.437
C  -4.125  -0.404  -2.177  -0.337
F  -2.906  0.974  5.368  -0.294
C  1.859  -0.489  4.493  -0.838
C  7.310  0.602  -0.824  -0.496
F  -2.429  3.004  3.138  -0.288
H  -1.785  -2.693  -3.763  0.497
H  -1.821  -3.605  1.060  0.627
C  7.486  2.978  -1.130  -0.424
F  -2.738  3.304  -3.433  -0.364
C  1.281  5.004  0.851  -0.798
C  1.613  -0.067  -4.499  -0.527
F  -4.343  2.116  3.577  -0.308
H  2.376  2.566  -1.215  0.464
C  -1.136  -5.256  -3.254  -1.675
H  2.189  5.013  -1.096  0.386
F  -0.763  4.404  -2.208  -0.422
F  -1.772  -0.766  4.807  -0.271
F  -1.246  -1.377  -5.025  -0.520
C  8.016  1.786  -0.658  -0.563
C  -2.020  0.507  4.450  0.248
C  3.705  -0.733  -2.773  -0.084
H  -7.413  -1.076  4.068  0.283
O  -1.812  0.544  -1.820  -0.283
H  3.483  -1.782  0.281  0.487
H  0.793  0.205  -5.149  0.449
C  1.996  0.185  3.288  -0.301
F  -0.410  2.269  -3.013  -0.418
C  -6.685  -1.871  4.255  -1.640
H  2.511  1.138  3.267  0.320
H  -6.375  -1.792  5.299  0.364
H  1.138  6.077  0.875  0.316
C  3.958  -0.053  -3.963  -0.557
C  -3.362  -1.345  1.487  0.914
C  2.915  0.302  -4.806  -0.572
H  5.828  3.904  -2.128  0.399
C  1.872  4.408  -0.255  -1.088
H  3.841  1.139  -0.248  0.095
H  -0.076  -5.208  -3.516  0.249
H  4.978  0.217  -4.218  0.448
C  -1.500  -4.419  -0.897  -1.171
C  1.455  -0.341  2.118  0.686
F  -4.458  -0.156  -0.928  -0.017
C  -5.512  -1.730  3.317  0.460
H  -1.708  -5.127  -4.174  0.376
H  0.357  -1.116  -3.122  0.555
C  -2.548  -0.482  -2.404  2.120
H  -1.342  -6.243  -2.839  0.417
F  -0.895  1.200  4.661  -0.196
P  1.625  0.419  0.448  0.278
O  -1.025  2.513  -0.244  -1.271
N  -2.387  -1.149  0.536  0.638
C  1.995  3.031  -0.311  -0.484
C  5.551  1.788  -1.928  0.330
C  -1.811  -3.414  -0.006  0.080
C  -5.401  -2.508  2.172  -1.368
C  -1.801  -2.896  -2.702  -0.186
C  6.252  2.976  -1.765  -0.709
H  8.977  1.776  -0.158  0.369
F  -4.670  -1.619  -2.458  -0.326
H  7.721  -0.332  -0.453  0.322
H  4.595  1.810  -2.433  0.217
H  2.259  -0.054  5.401  0.371
H  0.519  2.225  2.626  0.121
C  -2.120  -1.859  -1.824  -0.844
C  -2.127  -2.115  -0.432  -0.464
C  0.680  -2.256  3.375  -0.279
As  5.148  -1.157  -1.539  0.104
C  0.947  2.833  1.841  0.287
C  1.365  -0.805  -3.353  0.303
H  2.190  -1.711  -1.604  0.290
H  3.118  0.874  -5.704  0.359
F  -4.755  0.477  -2.963  -0.300
C  2.402  -1.136  -2.496  -0.491
H  -1.257  -5.408  -0.521  0.324
C  3.519  0.392  0.473  -0.161
F  -2.807  4.357  -1.149  -0.461
H  0.162  -3.207  3.407  0.382
O  -1.339  0.626  2.234  -0.311
C  0.820  4.215  1.892  -0.867
F  -3.643  2.167  1.550  -0.126
C  -4.359  -2.325  1.289  -0.300
F  -3.607  2.221  -1.407  -0.564
C  6.069  0.583  -1.459  0.096
H  -4.326  -2.912  0.381  0.421
C  -2.497  0.604  2.963  1.882
C  4.199  -0.959  0.200  -1.240
C  -4.539  -0.765  3.530  -0.671
C  -3.235  1.982  2.800  0.353
H  -4.634  -0.152  4.416  0.521
Te  -1.833  2.829  -1.843  1.779
C  1.199  -1.710  4.539  -0.699
H  1.075  -2.226  5.484  0.357
C  -2.376  -0.372  -3.959  -0.237
C  -1.487  -4.173  -2.264  0.255
H  8.035  3.903  -1.004  0.356
C  0.805  -1.571  2.174  -0.445
H  -6.158  -3.257  1.955  0.291
C  1.550  2.230  0.742  0.285
F  -2.205  0.832  -4.347  -0.013
H  3.819  0.764  1.455  0.741
H  0.384  -1.984  1.263  0.103
H  0.315  4.669  2.737  0.407
H  -7.186  -2.829  4.110  0.379
C  -3.483  -0.540  2.651  -1.334
F  -3.385  -0.868  -4.627  -0.224
Pt  -1.585  0.609  0.236  2.229

***

# C4H7N3

A 2-piece molecular cluster, C4H7N3 overall in a non-equilibrium geometry (the ωB97M-V functional and the def2-TZVPD basis, the Open Molecules 2025 dataset).

Results
- net charge = +2
- ΔE to the lowest compared entry with this formula, charge and spin (kcal per mole) = 28.99
- 2S+1 = 1
- molecular weight (g mol⁻¹) = 97.1
- HOMO energy (alpha / beta) (eV) = -17.54 / -17.54
- E (eV) = -8709.51917
- gap between HOMO and LUMO (alpha / beta) (eV) = 7.97 / 7.97

Last column: Mulliken charge in e.
Element x y z (Å)
H  -2.382  -1.117  -1.442  0.312
H  3.048  0.145  2.271  0.269
H  3.022  -0.594  -2.390  0.482
H  1.536  0.733  2.591  0.271
C  2.693  -0.479  -1.440  0.100
H  -2.360  -0.006  2.156  0.366
N  2.116  0.379  1.899  -0.145
C  1.763  0.369  0.671  0.022
H  -3.119  0.406  -2.007  0.369
C  -2.377  -0.053  -1.375  -0.731
H  -1.385  0.224  -1.716  0.279
N  -2.497  -0.039  1.141  0.076
N  2.375  -0.036  -0.375  0.002
C  -2.433  0.069  0.017  0.328